# 1
A cluster of 6 separate species, C2H15NO6 in total in a non-equilibrium geometry. Source: the Open Molecules 2025 dataset; level of theory: ωB97M-V/def2-TZVPD.

Atoms and positions in Å:
H1 0.661 -0.426 0.023
H2 -1.496 -0.007 3.071
H3 2.221 -2.958 -0.432
H4 1.889 -0.691 0.814
H5 -0.285 2.106 -1.633
C1 -1.272 0.448 2.076
N1 -0.970 1.987 2.098
H6 -0.249 -0.118 1.869
C2 -2.371 0.104 0.989
O1 1.108 0.002 -2.445
H7 -0.467 2.313 1.337
H8 1.131 2.698 -1.342
H9 -2.679 0.901 0.434
H10 1.882 0.350 -1.878
H11 -0.466 2.323 2.892
O2 0.220 2.926 -1.328
H12 1.380 -2.547 -1.579
H13 -0.425 -2.391 -0.285
H14 -0.661 -1.325 -1.279
O3 -0.626 -1.405 -0.463
H15 1.331 0.092 -3.234
O4 -2.915 -0.980 1.013
O5 1.545 -3.325 -0.997
O6 1.512 -0.076 0.278

As for the structure (SMILES): NCC=O.O.O.O.O.O. The value obtained for the energy above the lowest of the compared OMol25 structures with the same formula, charge and spin is 57.8 kcal/mol. As for the net charge: 0. Its multiplicity is 1. Its HOMO energy is -9.05 eV.

Atomic partial charges in e from the natural (NBO) method, atoms 1 to 8:
1 H 0.49
2 H 0.23
3 H 0.47
4 H 0.46
5 H 0.48
6 C -0.35
7 N -0.86
8 H 0.20

---

# 2
A structure of composition C2H16ClMgO6 in a non-equilibrium geometry. Source: the Open Molecules 2025 dataset; level of theory: ωB97M-V/def2-TZVPD.

Atoms and positions in Å:
H1 0.019 -2.575 2.597
O1 2.188 2.444 1.679
H2 -0.578 -2.414 0.945
O2 2.054 2.517 -3.388
Cl1 -1.582 1.657 -0.965
C1 0.248 -4.348 1.532
O3 -1.500 -1.584 -3.971
H3 1.052 -5.728 0.660
H4 1.419 2.203 1.161
H5 -1.788 1.479 2.742
O4 0.752 -4.871 0.349
C2 0.201 -2.863 1.561
O5 -1.855 1.123 3.628
H6 2.799 2.175 -2.894
H7 0.314 5.003 -1.049
H8 1.286 2.180 -2.926
H9 0.806 -4.748 2.379
H10 -1.650 -0.967 -3.255
H11 2.852 2.673 1.029
H12 -2.638 0.574 3.608
H13 0.017 6.459 -0.757
H14 -0.802 -4.611 1.660
O6 0.706 5.798 -0.688
H15 -0.742 -1.231 -4.437
Mg1 -4.676 2.047 -2.360
H16 1.099 -2.392 1.160

The value obtained for the energy above the lowest of the compared OMol25 structures with the same formula, charge and spin is 128.0 kcal/mol. As for the net charge: +1. Its multiplicity is 1. Its HOMO energy is -11.66 eV.

Atomic partial charges in e from the natural (NBO) method, atoms 1 to 8:
1 H 0.22
2 O -0.92
3 H 0.19
4 O -0.93
5 Cl -0.50
6 C -0.06
7 O -0.93
8 H 0.47

---

# 3
A cluster of 6 separate species, C2H16NO4 in total in a non-equilibrium geometry. Source: the Open Molecules 2025 dataset; level of theory: ωB97M-V/def2-TZVPD.

Atoms and positions in Å:
H1 1.703 1.745 2.541
H2 1.862 2.240 -1.525
H3 1.692 1.945 1.041
O1 1.461 1.759 -0.781
O2 -3.462 -2.584 -0.943
H4 -0.146 -1.743 -1.019
H5 0.904 -2.412 0.382
H6 2.282 -1.363 -0.792
H7 -1.030 3.650 0.443
H8 1.122 0.641 -1.105
O3 1.667 1.243 1.719
C1 0.410 -1.581 -0.115
H9 -0.265 0.500 -1.604
O4 -0.579 2.826 0.634
H10 -0.120 2.388 -0.091
H11 -0.983 0.084 0.464
H12 -0.244 -0.795 1.815
H13 1.957 0.013 0.214
H14 -1.415 -1.591 1.078
N1 1.585 -0.707 -0.425
C2 -0.618 -0.890 0.796
H15 -3.437 -2.422 -1.893
H16 -4.350 -2.947 -0.836

The value obtained for the energy above the lowest of the compared OMol25 structures with the same formula, charge and spin is 206.4 kcal/mol. As for the net charge: +1. Its multiplicity is 1. Its HOMO energy is -14.44 eV.

Atomic partial charges in e from the natural (NBO) method, atoms 1 to 8:
1 H 0.50
2 H 0.51
3 H 0.50
4 O -0.91
5 O -0.95
6 H 0.21
7 H 0.24
8 H 0.43

---

# 4
A structure of composition C2H16O5S in a non-equilibrium geometry. Source: the Open Molecules 2025 dataset; level of theory: ωB97M-V/def2-TZVPD.

Atoms and positions in Å:
C1 0.929 -0.691 0.959
H1 0.605 0.088 0.293
H2 2.533 0.069 -2.156
H3 -1.264 -0.408 -1.324
S1 -0.004 -0.268 2.477
H4 -0.892 1.948 1.245
H5 3.298 2.169 0.590
H6 -0.196 -2.735 0.514
H7 0.687 -1.871 -0.646
H8 -1.283 2.653 1.166
H9 1.944 -0.578 1.051
H10 0.220 -0.217 -1.768
O1 -2.869 1.549 -0.933
O2 -2.348 -0.658 0.437
O3 2.365 1.922 0.470
H11 -1.167 -0.092 1.726
H12 2.421 1.132 -0.232
H13 -3.194 -0.801 0.755
O4 -0.680 -0.427 -2.087
H14 -2.686 0.708 -0.458
O5 1.901 0.075 -1.405
C2 0.720 -2.068 0.430
H15 -2.571 1.247 -1.803
H16 1.533 -2.745 0.701

The value obtained for the energy above the lowest of the compared OMol25 structures with the same formula, charge and spin is 59.5 kcal/mol. As for the net charge: -1. Its multiplicity is 2. As for the expectation value of S²: 0.766. Its HOMO energy (spin up / spin down) is -4.63 / -4.57 eV.

Atomic partial charges in e from the natural (NBO) method, atoms 1 to 8:
1 C -0.50
2 H 0.26
3 H 0.43
4 H 0.46
5 S 0.13
6 H -0.02
7 H 0.44
8 H 0.21